a:
2 unconnected molecules or ions with the total composition C4H14NO2, computed with ωB97M-V/def2-TZVPD.

- Net charge: +1
- M: 108.16 g mol⁻¹
- LUMO level: -0.12415 Eh
- Spin multiplicity: 1

Atoms and positions in Å:
C -0.89 1.87 0.00
C -0.24 0.50 -0.11
C -0.53 -0.29 -1.38
C -0.16 -1.76 -1.54
O -1.09 -2.64 -0.90
N 1.26 0.66 0.14
H -0.55 2.37 0.91
H -0.46 2.49 -0.80
H -1.96 1.85 -0.13
H -0.73 -0.14 0.65
H -0.11 0.25 -2.27
H -1.62 -0.13 -1.44
H 0.80 -2.06 -1.10
H -0.10 -1.99 -2.60
H -1.93 -2.39 -1.28
H 1.36 0.92 1.13
H 1.74 1.36 -0.44
H 1.75 -0.16 -0.20
H 1.47 -0.91 4.06
H 0.84 0.49 3.87
O 1.13 -0.29 3.41

b:
3 unconnected molecules or ions with the total composition C4H14NO2, computed with ωB97M-V/def2-TZVPD.

- Net charge: +1
- M: 108.16 g mol⁻¹
- LUMO level: -0.16235 Eh
- Spin multiplicity: 1

Atoms and positions in Å:
C -1.87 1.63 -0.50
C -0.72 0.89 -1.17
C -0.37 -0.40 -0.40
C 1.37 -0.79 1.30
N 0.41 -0.13 0.79
H -2.08 2.55 -1.04
H -1.63 1.87 0.52
H -2.79 1.05 -0.55
H 0.19 1.49 -1.22
H -0.91 0.70 -2.21
H 0.08 -1.13 -1.06
H -1.33 -0.87 -0.16
H 1.93 -1.54 0.77
H 1.69 -0.42 2.25
H 0.06 0.66 1.31
H 3.04 2.19 1.55
H 3.57 1.44 2.76
O 2.80 1.48 2.17
H -1.88 -3.29 -1.92
H -0.62 -4.14 -1.58
O -0.96 -3.24 -1.61

c:
2 unconnected molecules or ions with the total composition C4H14NO2, computed with ωB97M-V/def2-TZVPD.

- Net charge: +1
- M: 108.16 g mol⁻¹
- LUMO level: -0.13262 Eh
- Spin multiplicity: 1

Atoms and positions in Å:
C -0.66 -0.29 -0.65
C -0.44 0.64 0.47
C 0.99 0.93 1.03
C 1.89 1.57 -0.19
O 1.04 2.65 -0.59
N 0.16 -1.54 -0.63
H -0.39 0.27 -1.58
H -1.66 -0.50 -0.61
H -0.87 1.68 0.21
H -1.08 0.22 1.17
H 1.44 0.06 1.45
H 0.83 1.67 1.92
H 2.88 1.81 0.24
H 2.03 0.79 -0.90
H 0.85 2.67 -1.58
H -0.18 -2.39 -1.14
H 0.29 -1.86 0.35
H 1.22 -1.52 -0.89
H -2.96 -2.93 0.91
H -3.08 -1.67 0.34
O -2.30 -2.23 0.69

d:
3 unconnected molecules or ions with the total composition C4H14NO2, computed with ωB97M-V/def2-TZVPD.

- Net charge: +1
- M: 108.16 g mol⁻¹
- LUMO level: -0.26749 Eh
- Spin multiplicity: 1

Atoms and positions in Å:
C 0.42 -0.20 1.87
C 0.20 -0.61 0.40
C 1.56 -0.27 -0.44
C 1.96 1.07 -0.35
O 1.29 -0.65 -1.77
N -0.91 -0.05 -0.22
H 0.70 0.86 1.87
H -0.49 -0.30 2.46
H 1.23 -0.77 2.30
H 0.13 -1.69 0.27
H 2.28 -0.96 0.01
H 2.78 1.38 0.29
H 1.57 1.79 -1.08
H 3.72 4.71 1.41
H 1.90 -0.23 -2.39
H -1.83 -0.48 -0.21
H 4.05 4.07 1.55
H -0.89 0.94 -0.39
H -4.44 -0.35 0.91
H -4.93 -0.28 -0.54
O -4.13 -0.35 0.00

The most stable of them is a.

a:
3 unconnected molecules or ions with the total composition C4H14NO2, computed with ωB97M-V/def2-TZVPD.

- Net charge: +1
- M: 108.16 g mol⁻¹
- LUMO level: -0.10898 Eh
- Spin multiplicity: 1

Atoms and positions in Å:
C 0.69 -0.78 0.74
N -0.47 -0.30 -0.13
C -1.17 0.92 0.52
C -0.47 1.05 1.91
C 0.14 -0.35 2.14
H 0.79 -1.85 0.69
H 1.48 -0.14 0.37
H -1.09 -0.99 -0.54
H 0.01 0.20 -0.88
H -2.21 0.58 0.49
H -0.90 1.77 -0.09
H 0.19 1.90 1.76
H -1.23 1.33 2.64
H -0.59 -0.94 2.68
H 1.06 -0.28 2.73
H -1.53 -1.60 -2.88
H -0.26 -1.70 -3.63
O -0.70 -1.16 -2.96
H 2.77 0.42 -1.64
H 1.67 1.42 -2.10
O 1.83 0.53 -1.80

b:
2 unconnected molecules or ions with the total composition C4H14NO2, computed with ωB97M-V/def2-TZVPD.

- Net charge: +1
- M: 108.16 g mol⁻¹
- LUMO level: -0.11035 Eh
- Spin multiplicity: 1

Atoms and positions in Å:
C -1.87 1.32 -0.95
C -0.80 0.58 -0.18
C -1.05 -0.92 -0.09
C 0.02 -1.67 0.72
O 0.42 -0.91 1.85
N 0.55 0.81 -0.83
H -1.63 2.38 -1.03
H -2.02 0.90 -1.95
H -2.80 1.19 -0.41
H -0.69 1.00 0.82
H -1.11 -1.32 -1.11
H -2.02 -1.07 0.37
H 0.92 -1.83 0.12
H -0.38 -2.65 0.99
H -0.04 -1.22 2.60
H 1.33 0.47 -0.23
H 0.71 1.81 -0.95
H 0.60 0.40 -1.76
H 3.22 0.75 1.23
H 3.66 -0.34 0.35
O 3.00 0.32 0.42

The most stable of them is b.

a:
5 unconnected molecules or ions with the total composition C4H14NO2, computed with ωB97M-V/def2-TZVPD.

- Net charge: +1
- M: 108.16 g mol⁻¹
- LUMO level: -0.31418 Eh
- Spin multiplicity: 1

Atoms and positions in Å:
C -0.10 -0.69 0.06
C -1.09 -1.47 -0.78
C -0.97 -1.59 -2.23
C 0.29 -1.45 -2.85
N -1.45 1.81 1.72
H 0.02 -1.23 1.02
H -0.52 0.31 0.31
H 0.89 -0.65 -0.53
H -0.61 0.23 -2.39
H -1.98 -1.81 -0.46
H -1.81 -1.93 -2.91
H 1.17 -0.97 -2.26
H -1.45 1.82 2.69
H -2.16 2.40 1.40
H -0.61 2.26 1.56
H 1.97 2.66 0.98
H 1.96 0.69 2.02
O 1.40 1.90 1.27
H 0.47 -1.48 -3.99
H 2.62 -0.50 3.02
O 1.93 -0.29 2.35

b:
3 unconnected molecules or ions with the total composition C4H14NO2, computed with ωB97M-V/def2-TZVPD.

- Net charge: +1
- M: 108.16 g mol⁻¹
- LUMO level: -0.11124 Eh
- Spin multiplicity: 1

Atoms and positions in Å:
C 0.53 -0.71 0.20
C 1.77 0.14 0.26
C 2.53 0.26 -1.04
C 2.36 1.18 -1.98
N -0.58 0.12 -0.55
H 0.05 -0.99 1.12
H 0.58 -1.52 -0.54
H 2.43 -0.19 1.05
H 1.42 1.14 0.53
H 3.26 -0.52 -1.24
H 2.84 1.15 -2.94
H 1.74 2.05 -1.74
H -0.08 0.62 -1.28
H -0.99 0.72 0.21
H -1.32 -0.51 -0.81
H -2.91 -2.12 1.14
H -4.34 -2.22 0.75
O -3.55 -1.71 0.55
H -2.32 0.37 2.11
H -1.77 1.73 2.42
O -1.65 1.01 1.78

The most stable of them is b.

a:
2 unconnected molecules or ions with the total composition C2H2O2S2, computed with ωB97M-V/def2-TZVPD.

- M: 122.17 g mol⁻¹
- LUMO level: -0.05447 Eh
- Spin multiplicity: 1

Atoms and positions in Å:
C 2.18 0.01 1.29
C 0.85 0.57 1.04
O -3.01 -0.27 -1.07
O -0.90 -1.49 -1.48
S 1.82 -0.09 -0.31
S -1.75 -0.40 -1.81
H -0.01 0.02 1.12
H 0.83 1.66 1.23

b:
A single C2H2O2S2 molecule, computed with ωB97M-V/def2-TZVPD.

- SMILES string: O=C(S)C(=O)S
- M: 122.17 g mol⁻¹
- LUMO level: -0.02364 Eh
- Spin multiplicity: 1

Atoms and positions in Å:
C -0.57 -0.54 0.01
C 0.57 0.54 -0.03
H -1.79 1.42 -0.10
H 2.81 0.85 0.11
O -0.26 -1.69 0.01
O 0.36 1.72 0.02
S -2.28 0.09 0.00
S 2.16 -0.25 -0.01

c:
A single C2H2O2S2 molecule, computed with ωB97M-V/def2-TZVPD.

- SMILES string: O=C(S)C(=O)S
- M: 122.17 g mol⁻¹
- LUMO level: -0.03666 Eh
- Spin multiplicity: 1

Atoms and positions in Å:
C -0.53 0.60 -0.09
C 0.51 -0.54 -0.03
H -1.68 -1.38 0.43
H 2.09 1.46 0.70
O -0.35 1.81 -0.23
O 0.19 -1.68 -0.24
S -2.12 -0.13 0.12
S 2.18 0.04 0.08

The most stable of them is b.

a:
A single C3H9N2PS molecule, computed with ωB97M-V/def2-TZVPD.

- SMILES string: C/C=N/[P@@](C)(N)=S
- M: 136.16 g mol⁻¹
- LUMO level: 0.03229 Eh
- Spin multiplicity: 1

Atoms and positions in Å:
C 0.88 1.23 -0.02
C 2.37 1.33 0.25
C -1.47 -1.11 -1.36
N 0.32 0.10 0.23
N -2.04 -1.00 1.41
P -1.42 0.00 0.07
S -2.44 1.57 -0.15
H 0.31 2.08 -0.49
H 2.83 0.38 0.32
H 2.75 1.74 -0.66
H 2.62 2.07 0.96
H -2.46 -1.03 -1.69
H -0.79 -0.91 -2.15
H -1.28 -2.14 -0.91
H -1.47 -1.79 1.44
H -2.29 -0.61 2.26

b:
A single C3H9N2PS molecule, computed with ωB97M-V/def2-TZVPD.

- SMILES string: C/C=N/[P@@](C)(N)=S
- M: 136.16 g mol⁻¹
- LUMO level: 0.03032 Eh
- Spin multiplicity: 1

Atoms and positions in Å:
C -0.37 -1.48 0.18
C -1.78 -1.87 0.17
C 1.24 1.50 -0.84
N -0.09 -0.29 0.47
N 1.95 0.72 1.74
P 1.56 0.09 0.25
S 2.54 -1.43 -0.60
H 0.38 -2.05 -0.31
H -2.16 -0.96 -0.38
H -1.93 -2.83 -0.48
H -2.05 -1.89 1.24
H 2.23 1.85 -1.25
H 0.88 0.98 -1.73
H 0.58 2.34 -0.51
H 1.16 1.20 2.19
H 2.79 1.10 1.91

The most stable of them is a.

a:
2 unconnected molecules or ions with the total composition C5H12N2O, computed with ωB97M-V/def2-TZVPD.

- M: 116.16 g mol⁻¹
- LUMO level (alpha / beta): -0.01448 / 0.01349 Eh
- Spin multiplicity: 1

Atoms and positions in Å:
C 0.07 -0.80 -0.21
C 0.76 1.79 0.42
C -0.73 -0.65 -1.49
C -0.61 -1.78 0.74
N 1.49 0.89 -0.43
C -0.25 0.89 1.09
O 1.52 1.46 -1.70
N -0.04 0.65 2.36
H 2.29 1.05 -2.11
H 1.04 -1.24 -0.43
H -0.77 0.04 2.74
H 1.40 2.27 1.17
H 0.27 2.59 -0.15
H -1.26 0.96 0.65
H -0.01 -1.95 1.64
H -1.64 -1.50 0.98
H -0.83 -1.62 -1.99
H -1.74 -0.27 -1.29
H -0.27 -0.01 -2.24
H -0.68 -2.76 0.25

b:
A single C5H12N2O molecule, computed with ωB97M-V/def2-TZVPD.

- M: 116.16 g mol⁻¹
- LUMO level: -0.13027 Eh
- Spin multiplicity: 1

Atoms and positions in Å:
N 1.51 0.88 0.19
C 2.15 -1.33 -0.88
C 0.73 -1.47 -0.24
C 0.59 -0.29 0.74
C -0.92 0.14 0.81
N -1.39 0.56 -0.70
C -1.17 1.99 -1.09
O -1.65 -0.79 1.45
H 2.16 1.13 0.94
H 0.92 -0.65 1.73
H 2.09 0.10 -0.63
H 2.83 -2.11 -0.53
H 2.16 -1.38 -1.99
H 0.61 -2.39 0.35
H -0.12 -1.45 -0.93
H -0.98 1.19 1.29
H -2.37 0.55 -0.43
H -1.73 2.85 -0.68
H -0.10 2.18 -1.02
H -1.45 1.92 -2.14

The most stable of them is a.